(1)
Here is a single C2H2F2O molecule from the OMol25 dataset. Energies are from ωB97M-V/def2-TZVPD.

Last column: Löwdin charge in e.
Element x y z (Å)
C 1.132 0.226 0.549  0.02
C -1.115 -0.557 -0.452  -0.33
O -0.136 0.068 0.377  0.00
F -2.317 -0.024 -0.197  0.09
F -0.867 -0.323 -1.723  0.11
H 1.339 0.721 1.415  0.05
H 1.964 -0.111 0.031  0.06

Energy above the lowest of the compared OMol25 structures with the same formula, charge and spin, kcal per mole: 84.4
Total charge: 0
LUMO energy (alpha / beta), eV: 0.2 / -0.7


(2)
Here is a single C5H7NO molecule from the OMol25 dataset. Energies are from ωB97M-V/def2-TZVPD.

Last column: Löwdin charge in e.
Element x y z (Å)
N 1.738 -1.196 0.905  0.19
C 0.905 -0.542 0.229  -0.40
O 1.281 0.242 -0.900  -0.13
C 1.946 1.367 -0.767  0.08
C -1.348 0.732 0.183  -0.10
C -1.502 -0.462 -0.697  -0.09
C -0.547 -0.517 0.473  -0.21
H 2.685 -1.087 0.543  0.08
H -0.827 1.595 -0.222  0.10
H 2.110 1.487 0.341  0.02
H -2.142 0.971 0.882  0.11
H -1.068 -0.418 -1.691  0.11
H -2.405 -1.058 -0.614  0.11
H -0.825 -1.114 1.334  0.14

Energy above the lowest of the compared OMol25 structures with the same formula, charge and spin, kcal per mole: 102.2
Total charge: 0
LUMO energy, eV: 0.3


(3)
Here is a single C2H6N4O molecule from the OMol25 dataset. Energies are from ωB97M-V/def2-TZVPD.

Last column: Löwdin charge in e.
Element x y z (Å)
H 1.028 -2.622 0.142  0.05
N 1.329 -1.706 -0.199  0.11
C 0.594 -0.699 0.054  -0.48
N 1.206 0.497 -0.228  -0.07
N 0.888 1.726 0.174  0.03
N -0.771 -0.655 0.375  0.12
C -1.705 0.054 -0.290  -0.36
O -2.884 -0.058 -0.072  0.05
H 2.116 0.238 -0.438  0.10
H 0.229 2.144 -0.466  0.07
H 0.542 1.747 1.106  0.08
H -1.206 -1.458 0.852  0.17
H -1.367 0.792 -1.011  0.13

Energy above the lowest of the compared OMol25 structures with the same formula, charge and spin, kcal per mole: 48.8
SMILES: [H]/N=C(/NN)NC=O
Total charge: 0
LUMO energy, eV: 0.8


(4)
Here is 2 unconnected molecules or ions with the total composition C2H4N4O2 from the OMol25 dataset. Energies are from ωB97M-V/def2-TZVPD.

Last column: Löwdin charge in e.
Element x y z (Å)
C 0.884 1.803 0.540  -0.15
C 0.878 0.333 0.439  -0.31
N 0.844 2.885 0.209  0.20
N -0.028 -0.093 -1.398  0.11
N 0.260 -0.421 1.455  0.09
N 2.104 -0.259 0.026  -0.41
O 2.840 0.343 -0.690  0.12
O 2.188 -1.435 0.302  0.08
H 0.360 0.709 -1.869  0.00
H -0.993 0.035 -1.474  -0.02
H 0.182 -1.485 1.215  0.16
H -0.511 0.043 1.959  0.12

Energy above the lowest of the compared OMol25 structures with the same formula, charge and spin, kcal per mole: 124.8
Total charge: 0
LUMO energy (alpha / beta), eV: -1.4 / -1.4


(5)
Here is 3 unconnected molecules or ions with the total composition C5H16O2 from the OMol25 dataset. Energies are from ωB97M-V/def2-TZVPD.

Last column: Löwdin charge in e.
Element x y z (Å)
C 2.409 -0.729 -0.623  -0.11
C 1.123 -0.699 -1.435  -0.26
C 0.034 0.195 -0.832  -0.24
C -0.493 -0.207 0.549  -0.28
C -1.433 -1.413 0.506  -0.11
H 3.213 -1.180 -1.204  0.07
H 2.311 -1.237 0.334  0.07
H 2.725 0.291 -0.406  0.07
H 0.738 -1.706 -1.608  0.10
H 1.354 -0.276 -2.416  0.10
H 0.334 1.244 -0.803  0.10
H -0.805 0.167 -1.540  0.11
H 0.326 -0.464 1.223  0.09
H -1.005 0.659 0.978  0.09
H -1.988 -1.529 1.439  0.07
H -2.159 -1.354 -0.307  0.07
H -0.830 -2.317 0.404  0.07
O 1.885 1.777 1.893  -0.03
H 1.992 2.652 2.214  0.02
H 1.217 1.797 1.208  0.01
O -3.515 1.827 0.106  -0.05
H -3.053 0.994 -0.033  0.01
H -4.379 1.511 0.353  0.03

Energy above the lowest of the compared OMol25 structures with the same formula, charge and spin, kcal per mole: 7.7
SMILES: CCCCC.O.O
Total charge: 0
LUMO energy, eV: 0.8


(6)
Here is 4 unconnected molecules or ions with the total composition C2H10O4 from the OMol25 dataset. Energies are from ωB97M-V/def2-TZVPD.

Last column: Löwdin charge in e.
Element x y z (Å)
C 0.295 -1.795 0.913  0.28
C 0.310 -0.785 1.868  -0.07
O 1.123 0.170 1.592  0.18
H -0.224 -2.758 0.969  0.13
H 0.692 -1.704 -0.089  0.09
H 0.074 -0.828 2.926  0.17
H 0.946 0.991 2.090  0.18
H -1.962 2.080 -0.482  0.05
H -0.886 3.095 -0.072  0.05
O -1.012 2.177 -0.334  -0.07
H 2.367 -0.677 -1.039  0.02
H 1.416 0.342 -1.744  0.04
O 1.941 -0.455 -1.870  -0.04
H -1.594 0.431 -2.266  0.05
H -1.484 -0.109 -0.829  -0.01
O -2.002 -0.175 -1.634  -0.04

⟨S²⟩: 0.7554
Energy above the lowest of the compared OMol25 structures with the same formula, charge and spin, kcal per mole: 28.4
Spin multiplicity: 2
Total charge: +1
LUMO energy (alpha / beta), eV: -5.4 / -8.9